1.
16
Properties=species:S:1:pos:R:3:forces:R:3 method="wB97M-V/def2-TZVPD" lumo_ha=0.0420 smiles=CC.CC e_above_lowest_kj_mol=108.1 mol_weight_g_mol=60.1 fmax_ev_per_a=4.3
C -0.57175 0.68611 -2.27360 -1.6208 1.0722 -1.9953
C -0.98634 1.29337 -0.98397 -3.0106 0.1251 1.9207
H -0.95107 -0.32951 -2.46199 0.2359 0.3538 0.2081
H -1.08899 1.38562 -3.03314 1.1620 -1.3626 0.4980
H 0.46831 0.76258 -2.42649 1.2852 -0.3045 -0.3500
H -0.35439 2.15783 -0.64639 -0.6778 -0.8664 -0.3046
H -1.14376 0.53762 -0.12944 0.4998 1.3938 -1.4937
H -2.07667 1.65628 -1.22433 1.9225 -0.1995 1.1053
C 0.16174 -0.64011 1.83307 1.6081 -0.8828 3.9364
C 1.47180 -1.33200 1.40101 -1.2984 -1.6353 -0.0244
H 0.40720 0.03399 2.70184 -0.3682 -0.4884 -0.7118
H -0.43722 -0.07522 1.23259 -0.7199 1.3290 -2.1649
H -0.53970 -1.38148 2.24880 0.3529 0.0841 0.0260
H 1.17166 -2.40430 1.29851 0.6510 0.5512 0.0888
H 2.26598 -1.29751 2.16575 -0.3830 0.2424 -0.4832
H 1.82602 -1.09008 0.41523 0.3614 0.5879 -0.2554


2.
88
Properties=species:S:1:pos:R:3:forces:R:3 method="wB97M-V/def2-TZVPD" lumo_ha=-0.1534 total_charge=+2 mol_weight_g_mol=443.8 fmax_ev_per_a=1.7
C -4.58103 -2.09523 2.20848 -0.3305 -0.2033 0.4233
C -3.51100 -1.01315 2.01534 -1.2413 -0.0643 1.0870
C -4.03024 -0.05268 0.96853 -0.0394 -0.7352 -1.5025
N -3.10996 1.04001 0.52787 -0.6552 0.6766 0.2339
C -2.08728 0.50598 -0.39664 -0.0500 -0.8536 0.1970
C -2.46177 1.69715 1.72559 0.1162 0.4400 0.1657
C -2.25359 3.12126 1.27896 -0.2222 0.6341 -0.4511
C -3.61040 3.43594 0.63483 0.0485 0.2855 -0.2420
C -3.89472 2.17504 -0.16748 0.2347 -0.1716 -0.3093
H -4.40348 -2.67792 3.11448 0.2927 -0.0559 -0.1378
H -4.69094 -2.79166 1.37623 0.0843 0.1092 -0.1042
H -5.55771 -1.64417 2.40482 0.0165 0.0648 -0.2676
H -2.53934 -1.48680 1.90155 0.1923 0.3976 -0.5070
H -3.52073 -0.47958 2.96986 0.4751 0.0002 -0.0298
H -5.00062 0.36273 1.23773 0.2688 0.2991 0.5773
H -4.27966 -0.58645 0.03980 0.1903 -0.1132 0.1235
H -1.58022 -0.29746 0.13066 0.3669 0.2269 -0.0602
H -1.37585 1.28336 -0.64772 0.1224 -0.0231 0.0630
H -2.58259 0.06784 -1.26327 -0.1133 0.3457 -0.1115
H -1.58118 1.12887 2.01369 0.0358 0.0281 -0.0385
H -3.21714 1.71373 2.51168 0.1023 -0.2541 0.1125
H -1.46087 3.20400 0.53152 0.0297 -0.2425 0.0806
H -1.99236 3.85607 2.03665 -0.0430 -0.3705 0.3762
H -3.52608 4.31710 -0.00127 -0.1220 -0.1336 -0.1627
H -4.41724 3.65841 1.33426 0.1886 -0.1860 0.2641
H -3.48798 2.25667 -1.17366 0.0513 -0.0345 0.0253
H -4.93247 1.87108 -0.27343 -0.0511 0.0797 0.2065
C 4.64813 4.36610 0.05659 -0.3587 0.1695 -0.4091
C 3.39747 3.65287 -0.49511 0.2380 0.6793 0.6964
C 3.34950 3.71514 -1.99524 0.1513 -0.2595 -0.3096
N 2.30260 2.83230 -2.65282 0.3980 0.2535 0.1579
C 2.61605 1.39102 -2.40566 -0.6949 0.0715 -0.2361
C 2.33316 3.09215 -4.13695 -0.2496 0.1823 -0.5944
C 0.89581 3.05166 -4.62662 -0.4593 -0.1786 -0.2129
C 0.05846 3.48623 -3.41812 0.4420 0.0557 0.3524
C 0.88972 3.12813 -2.16530 -0.2612 -0.0085 -1.5049
H 4.53438 4.47643 1.13235 0.2461 -0.1987 0.0560
H 4.76569 5.37947 -0.33525 -0.0897 -0.0521 -0.1081
H 5.54832 3.80937 -0.20128 0.0733 -0.0008 0.2206
H 2.51816 4.14431 -0.08332 -0.1135 -0.1513 0.0853
H 3.41273 2.64961 -0.07828 -0.1790 -0.2188 -0.2972
H 4.30951 3.41840 -2.42652 -0.0674 -0.0731 -0.0752
H 3.13731 4.71830 -2.36470 -0.0029 0.0970 0.2260
H 3.63159 1.20410 -2.73734 0.0782 -0.1475 0.1904
H 1.90119 0.81638 -2.99799 0.1974 -0.0480 -0.1126
H 2.41101 1.14696 -1.36738 0.3231 0.0967 0.1238
H 2.99771 2.37096 -4.60481 -0.0080 -0.0295 -0.0138
H 2.71825 4.08728 -4.35443 0.2157 -0.0031 0.4589
H 0.60177 2.07872 -5.02461 0.0655 -0.0939 0.2722
H 0.74120 3.75062 -5.44694 0.1821 -0.0325 -0.0538
H -0.90364 2.98316 -3.35766 -0.0705 0.0699 -0.1693
H -0.11714 4.56075 -3.43618 -0.0642 -0.0054 -0.1073
H 0.51708 2.19427 -1.77161 0.0537 0.2594 0.8296
H 0.91788 3.96713 -1.48961 -0.0102 -0.3234 0.5879
C 2.40468 -3.67244 3.69518 0.2469 -0.0355 0.5039
C 2.04242 -3.59116 2.22408 0.0041 -0.5053 -0.3352
C 1.17542 -4.78584 1.80078 -0.1275 0.7391 0.9240
N 0.45660 -4.58188 0.51144 -0.9531 -0.7591 -0.0116
C 1.41924 -4.38745 -0.60100 0.7605 0.0856 0.5201
C -0.56775 -3.46490 0.52677 0.7944 0.6445 -0.3738
C -1.59720 -3.81602 -0.55465 0.2633 -0.6327 0.1315
C -1.32444 -5.31349 -0.88959 -0.5138 0.4179 -0.1988
C -0.41738 -5.77892 0.22361 0.4888 -0.4360 -0.4987
H 2.99799 -4.55957 3.92853 0.0200 0.0033 -0.1551
H 1.55439 -3.69590 4.38037 -0.1758 0.0766 -0.2496
H 3.00836 -2.80897 3.97362 -0.0057 -0.0158 -0.0158
H 2.97411 -3.58168 1.65455 -0.0769 0.1374 -0.1079
H 1.49136 -2.67172 2.01163 0.1169 0.0972 0.0375
H 0.40947 -4.87763 2.57593 -0.1379 -0.2156 -0.2032
H 1.69664 -5.73959 1.73985 0.2042 0.0818 -0.0661
H 1.94890 -3.45260 -0.43324 -0.2057 0.1480 -0.1673
H 0.91887 -4.40747 -1.55828 -0.0191 0.0553 -0.0644
H 2.17170 -5.17143 -0.51791 -0.1702 -0.1611 -0.2407
H 0.03594 -2.58293 0.30945 -0.5017 0.3736 0.1416
H -1.01054 -3.35642 1.51354 0.1960 -0.2899 0.1387
H -1.47005 -3.15700 -1.40921 -0.2302 -0.0922 -0.1103
H -2.61101 -3.75688 -0.16734 0.0031 0.4065 0.0065
H -0.86448 -5.43160 -1.86866 0.1447 0.0068 0.0554
H -2.24284 -5.89295 -0.94772 -0.0127 -0.0191 0.1951
H 0.19698 -6.62161 -0.09397 0.1210 0.0247 0.2521
H -0.91962 -6.03123 1.15407 -0.1766 0.0535 -0.0291
C 2.12038 1.15623 2.27256 0.5597 0.3274 -0.6666
C 1.05097 1.15164 1.17578 -0.0814 -0.0578 0.3433
O 0.56697 0.03199 0.84600 0.0662 -0.2255 -0.0831
O 0.71340 2.26193 0.69785 -0.1026 -0.1695 -0.1956
H 2.74080 0.26334 2.19378 -0.2320 -0.1691 0.3138
H 1.69140 1.27704 3.26426 -0.1020 -0.2206 0.0365
H 2.79086 2.00512 2.11367 -0.1483 0.0699 0.1082


3.
56
Properties=species:S:1:pos:R:3:forces:R:3 method="wB97M-V/def2-TZVPD" lumo_ha=0.1339 e_above_lowest_kj_mol=34.4 total_charge=-2 mol_weight_g_mol=553.8 fmax_ev_per_a=1.3
O 3.73943 -27.82523 -1.85234 0.0294 0.0654 0.0782
C 3.49409 -27.96294 -0.68444 0.5730 -0.1732 -1.1973
O 2.60379 -27.27838 -0.01223 -0.2328 -0.1912 1.0189
B 2.49831 -27.86448 1.37055 -0.1455 0.2434 -0.4398
O 3.62092 -28.84145 1.42004 -0.3028 -0.1183 0.5185
C 4.19598 -28.97399 0.24207 -0.3754 0.3464 0.0168
O 5.08692 -29.71217 -0.06133 0.0519 -0.0779 0.1058
O 1.16778 -28.49040 1.54246 0.1738 -0.3345 -0.1983
C 0.60096 -27.99831 2.61915 -0.9679 -0.0272 0.5568
O -0.48266 -28.24909 3.08597 0.4969 -0.5038 -0.5612
C 1.55291 -26.99709 3.25695 -0.0694 -0.2575 -0.1681
O 2.57562 -26.86446 2.43027 0.7793 0.2096 -0.0862
O 1.37815 -26.48474 4.31633 0.4254 0.4002 0.2291
O -1.39708 -26.16836 0.01161 0.4197 -0.0373 0.3841
C -1.81113 -25.16556 0.49605 -0.5620 -0.2927 -0.2304
O -2.60912 -24.30688 -0.13645 0.0805 1.0524 -0.4534
B -2.90399 -23.15193 0.72692 -0.8006 -0.4636 -0.4729
O -2.41318 -23.52843 2.04494 -0.1197 0.8749 -0.4788
C -1.66444 -24.61059 1.92293 0.7182 -0.6505 0.5404
O -0.98210 -25.08785 2.77979 0.0806 0.2458 -0.4109
O -2.34533 -21.87221 0.14866 0.6816 -0.0170 -0.0720
C -3.27842 -21.03743 -0.21371 -1.1620 -0.2367 0.5945
O -3.16118 -19.97535 -0.76511 0.2229 0.0775 -0.1432
C -4.64920 -21.67525 0.22530 0.1205 -0.4194 -0.4056
O -4.34826 -22.86791 0.66604 -0.3515 -0.3034 0.7224
O -5.77080 -21.24751 0.12027 0.6077 0.3384 -0.0458
O -0.89448 -18.20180 -0.71586 -0.1435 -0.0277 -0.1112
H -0.18161 -18.69250 -1.13759 -0.0262 -0.0196 0.0918
H -1.69802 -18.71269 -0.91593 0.2013 0.0294 0.1132
O -0.53614 -20.20385 1.72191 -0.2066 -0.0269 -0.0790
H -0.98623 -20.94868 1.29296 0.2900 0.2977 0.1549
H -0.82655 -19.42570 1.22642 0.1201 -0.0762 -0.0610
O -4.88702 -17.72166 -1.60325 0.0150 -0.0667 0.0123
H -4.55482 -18.56568 -1.25980 0.0098 0.1266 -0.0561
H -4.35597 -17.55600 -2.38755 0.0133 -0.0285 0.0621
O 2.06394 -24.87041 -1.62793 0.4080 -0.4590 -0.0048
H 1.90525 -24.36141 -0.82395 -0.1032 -0.3410 -0.0704
H 2.38134 -25.73179 -1.30332 -0.0310 0.3447 -0.2053
O -0.06738 -26.63016 -3.27053 -0.0276 0.0458 0.0992
H -0.68094 -25.96107 -3.58537 0.0034 0.0034 0.0856
H 0.25090 -26.28188 -2.42176 0.0559 -0.0316 -0.2206
O -1.39248 -26.46252 5.09264 -0.3561 0.1323 0.4065
H -1.14403 -25.79513 4.43304 -0.0240 -0.4279 0.3825
H -0.93340 -27.25962 4.79550 -0.0660 0.2915 -0.1627
O 2.08306 -23.10630 1.70924 0.1137 -0.0105 -0.0999
H 1.42176 -23.72798 2.03648 0.0870 0.0377 0.0065
H 1.74047 -22.81500 0.85477 -0.2014 -0.0390 0.2784
O -6.92710 -24.49290 1.18209 -0.2475 0.0166 0.0542
H -6.61276 -23.61623 1.43272 0.1150 -0.0925 -0.1033
H -6.94148 -24.47206 0.22062 0.1009 0.0353 0.0431
O -7.86421 -19.51767 -1.04018 -0.3213 0.0969 -0.0800
H -7.50130 -20.33029 -1.40305 0.1168 0.0033 0.1398
H -7.30384 -19.33625 -0.27955 0.1118 -0.0888 -0.0870
O 0.33314 -23.21750 -0.64887 -0.4996 0.6513 0.0503
H -0.61243 -23.36964 -0.77772 0.1157 0.0174 -0.0257
H 0.61896 -22.78563 -1.46189 0.0045 -0.1440 -0.0149


4.
77
Properties=species:S:1:pos:R:3:forces:R:3 method="wB97M-V/def2-TZVPD" multiplicity=3 lumo_ha="-0.2606 / -0.2700" e_above_lowest_kj_mol=0.0 total_charge=+2 mol_weight_g_mol=892.3 fmax_ev_per_a=0.4
W -0.56555 -0.48182 0.80343 0.1697 -0.1819 -0.2135
Br 3.56611 4.06733 -3.51506 -0.0243 -0.0469 0.0378
C 2.87700 2.66135 -2.47797 0.0157 0.0512 -0.0326
C 1.51201 2.40460 -2.48969 -0.0378 0.0055 -0.0044
C 1.00058 1.37178 -1.72384 0.0511 0.0084 0.0389
C 1.86437 0.59053 -0.96423 0.0331 0.1108 -0.0181
C 3.22937 0.86173 -0.93495 -0.0231 0.0159 -0.0456
C 3.73621 1.89851 -1.69780 0.0208 -0.0168 0.0125
N 1.34282 -0.47545 -0.17662 -0.2985 -0.2966 0.0319
C 1.96501 -1.59572 -0.08726 0.1364 0.1663 0.0383
C 1.53320 -2.56433 0.91381 0.2265 -0.0473 -0.0940
C 2.18623 -3.76545 1.10059 -0.1008 0.0173 0.1734
C 1.82051 -4.54917 2.19167 0.0027 -0.0185 0.0042
C 0.82550 -4.10036 3.04126 0.0067 -0.0226 -0.0253
C 0.17775 -2.90747 2.75530 -0.0245 0.0442 0.0118
N 0.51922 -2.15417 1.70991 -0.1677 -0.0124 -0.1061
H 0.85437 3.00670 -3.10045 -0.0002 0.0006 -0.0038
H -0.06055 1.15684 -1.74690 0.0028 -0.0064 -0.0186
H 3.89156 0.29237 -0.29513 0.0025 -0.0038 0.0070
H 4.79307 2.12353 -1.67863 0.0049 -0.0031 -0.0006
H 2.84292 -1.81084 -0.69018 0.0016 0.0742 -0.0186
H 2.97429 -4.07262 0.42744 0.0170 0.0316 -0.0109
H 2.32088 -5.48978 2.37790 -0.0093 -0.0042 0.0075
H 0.52834 -4.66855 3.91069 0.0034 -0.0110 0.0007
H -0.63685 -2.54766 3.36947 0.0080 0.0097 -0.0131
N 0.71553 2.47526 3.58012 0.0034 -0.0382 -0.0056
C 0.01291 1.66013 2.82382 -0.1057 0.0513 -0.0032
O 0.56445 0.68945 2.23539 0.1151 -0.0898 0.0922
C -1.46554 1.81159 2.64796 0.0512 -0.0456 0.1476
C -1.84369 1.15572 1.32640 -0.0034 0.0233 -0.2115
H 1.70414 2.31815 3.70913 0.0003 0.0195 0.0004
H 0.28445 3.25695 4.04623 0.0047 -0.0002 0.0043
H -1.79108 2.84786 2.74905 0.0355 0.0155 -0.0435
H -1.91066 1.26452 3.48792 -0.0309 0.0286 -0.0217
H -1.73113 1.85810 0.48980 -0.0729 0.0354 0.0531
H -2.88180 0.82045 1.31321 -0.0112 0.0957 0.0409
C -5.92557 -3.26407 1.95141 0.0592 0.0352 0.0000
Si -4.71332 -2.00322 1.28635 -0.1135 0.0449 -0.0254
C -5.51455 -0.31636 1.10324 0.0242 -0.0753 0.0285
C -3.22856 -1.89622 2.46724 0.0105 0.0417 -0.2135
Si -3.92976 -2.71649 -0.80888 0.0683 -0.0821 0.0988
Te -1.78542 -1.34895 -1.30565 -0.0469 0.0317 0.1117
Si -5.32273 -2.23488 -2.65480 0.0266 0.0057 -0.0185
C -4.57270 -3.05795 -4.15930 -0.0078 0.0388 0.0371
C -5.41019 -0.37838 -2.88213 -0.0078 -0.0652 -0.0126
C -6.99986 -2.95942 -2.24518 0.0606 0.0523 0.0370
Si -3.07233 -4.91401 -0.78463 -0.0032 -0.1001 -0.1043
C -2.12344 -5.18633 0.81613 -0.0526 0.0540 -0.0033
C -4.53397 -6.07894 -0.90217 0.0386 0.0763 0.0398
C -1.90006 -5.15316 -2.22956 -0.0548 0.0559 0.0649
H -6.33605 -2.93396 2.90820 -0.0052 -0.0008 0.0077
H -5.44766 -4.23313 2.10903 -0.0020 -0.0043 0.0001
H -6.76252 -3.41180 1.26699 -0.0051 0.0112 -0.0183
H -5.72689 0.13056 2.07735 0.0002 0.0090 0.0027
H -6.46667 -0.41701 0.57780 -0.0088 -0.0050 -0.0063
H -4.90426 0.38028 0.52537 0.0155 0.0072 0.0048
H -3.38943 -1.21003 3.29937 -0.0015 -0.0112 0.0374
H -2.37340 -1.53457 1.86494 0.0048 -0.0286 0.1321
H -2.95693 -2.88247 2.84437 -0.0079 -0.0050 0.0420
H -3.54481 -2.73384 -4.33612 -0.0037 0.0263 0.0055
H -5.15574 -2.80037 -5.04647 -0.0024 -0.0165 -0.0166
H -4.57122 -4.14552 -4.06695 -0.0301 -0.0051 0.0037
H -4.43588 0.04748 -3.12985 0.0133 -0.0161 -0.0178
H -5.78757 0.13258 -1.99546 -0.0283 -0.0181 0.0212
H -6.08818 -0.15486 -3.70935 0.0035 0.0399 -0.0053
H -6.94637 -4.03250 -2.05491 0.0069 -0.0191 -0.0198
H -7.68107 -2.80227 -3.08430 -0.0177 -0.0122 -0.0062
H -7.44385 -2.48477 -1.36770 -0.0038 0.0193 -0.0043
H -2.76940 -5.10367 1.69287 -0.0035 -0.0131 0.0037
H -1.32308 -4.44746 0.90730 0.0432 0.0204 -0.0023
H -1.67165 -6.18078 0.82429 0.0098 -0.0106 0.0041
H -5.25532 -5.91020 -0.10010 -0.0039 -0.0042 0.0031
H -4.19741 -7.11569 -0.83351 0.0064 -0.0103 -0.0071
H -5.05716 -5.96291 -1.85298 0.0020 -0.0016 -0.0149
H -1.00363 -4.53769 -2.12227 0.0096 -0.0028 -0.0058
H -2.36883 -4.89537 -3.18031 -0.0011 -0.0101 -0.0005
H -1.58504 -6.19754 -2.28567 0.0054 -0.0120 0.0052